1.
{
  "formula": "C4H6CaFO4",
  "method": "ωB97M-V/def2-TZVPD",
  "charge": 1,
  "homo_ha": [-0.3379, -0.5161],
  "e_lumo_ev": [-4.78, -3.61],
  "de_lowest_kcal_mol": 121.25,
  "orbital_gap_ev": [4.4, 10.4],
  "elements": ["C", "O", "H", "H", "H", "C", "O", "C", "C", "O", "O", "F", "H", "H", "H", "Ca"],
  "positions_angstrom": [[-3.836, 0.917, -1.505], [-3.485, 0.344, -0.318], [-4.891, 0.717, -1.818], [-3.737, 2.033, -1.523], [-3.215, 0.565, -2.377], [-2.982, 3.579, 3.938], [-2.198, 3.671, 2.918], [-2.438, 2.554, 2.008], [-3.750, 1.952, 2.503], [-3.888, 2.623, 3.838], [-2.954, 4.225, 4.982], [-1.394, 1.723, 2.188], [-2.451, 2.942, 0.990], [-4.612, 2.261, 1.911], [-3.680, 0.881, 2.694], [-4.590, 3.346, 6.026]],
  "atomic_forces_ev_per_a": [[0.3, 1.3, -1.1], [-0.3, 0.1, -0.3], [0.5, -0.4, 0.4], [-0.1, -0.6, 0.3], [-0.4, -0.3, 0.8], [0.4, 0.4, 1.1], [0.1, 0.1, -0.8], [0.4, 0.1, 0.2], [0.0, 0.5, 0.8], [-0.4, -1.1, -1.3], [1.1, 0.5, -1.4], [-0.3, 0.0, -0.1], [0.1, -0.1, 0.1], [0.2, -0.3, 0.1], [-0.1, 0.2, -0.2], [-1.4, -0.4, 1.5]],
  "lowdin_charge": [-0.215, -0.037, 0.113, 0.073, 0.115, -0.646, 0.208, -0.234, 0.047, -0.131, -0.111, 0.116, 0.177, 0.151, 0.155, 1.220]
}

2.
{
  "formula": "C54H43BrGeNO3P2ReS",
  "method": "ωB97M-V/def2-TZVPD",
  "charge": 2,
  "homo_ha": -0.4821,
  "e_lumo_ev": -6.52,
  "de_lowest_kcal_mol": 15.17,
  "orbital_gap_ev": 6.6,
  "elements": ["Re", "O", "P", "C", "P", "O", "C", "C", "C", "C", "C", "C", "C", "C", "C", "C", "C", "C", "C", "C", "C", "C", "C", "C", "C", "C", "C", "C", "C", "C", "H", "H", "H", "H", "H", "H", "H", "H", "H", "H", "H", "H", "H", "H", "H", "H", "H", "H", "H", "H", "H", "H", "Br", "C", "C", "C", "C", "C", "C", "C", "C", "C", "C", "H", "H", "H", "H", "H", "H", "O", "S", "N", "C", "Ge", "C", "C", "C", "C", "C", "C", "C", "C", "C", "C", "C", "C", "C", "C", "C", "C", "C", "C", "H", "H", "H", "H", "H", "H", "H", "H", "H", "H", "H", "H", "H", "H", "H"],
  "positions_angstrom": [[13.262, 10.170, 12.897], [14.063, 10.517, 14.670], [15.434, 10.870, 15.339], [16.565, 11.459, 14.128], [16.810, 10.329, 12.704], [15.529, 9.557, 12.463], [17.130, 11.381, 11.265], [17.941, 12.504, 11.374], [18.367, 13.150, 10.194], [17.986, 12.663, 8.948], [17.306, 11.465, 8.894], [16.920, 10.765, 10.025], [18.156, 9.315, 13.200], [18.045, 7.966, 13.134], [19.086, 7.080, 13.518], [20.295, 7.606, 13.991], [20.421, 9.017, 13.954], [19.367, 9.851, 13.608], [16.150, 9.260, 16.101], [17.517, 9.198, 16.300], [18.070, 8.072, 16.911], [17.228, 7.099, 17.402], [15.826, 7.215, 17.281], [15.283, 8.291, 16.572], [15.180, 12.039, 16.625], [13.932, 12.684, 16.670], [13.759, 13.754, 17.536], [14.791, 14.252, 18.278], [16.017, 13.634, 18.237], [16.215, 12.481, 17.481], [17.459, 11.736, 14.653], [16.274, 12.470, 13.793], [18.189, 13.022, 12.290], [18.793, 14.069, 10.330], [18.165, 13.199, 8.020], [17.196, 11.031, 7.913], [16.452, 9.832, 9.933], [17.179, 7.423, 12.769], [18.951, 5.979, 13.589], [21.197, 7.014, 14.364], [21.393, 9.459, 14.306], [19.553, 10.904, 13.458], [18.142, 9.991, 16.035], [19.167, 7.903, 17.085], [17.606, 6.188, 17.899], [15.162, 6.431, 17.605], [14.237, 8.406, 16.528], [13.128, 12.307, 16.073], [12.775, 14.281, 17.578], [14.607, 15.033, 18.949], [16.842, 14.011, 18.868], [17.090, 11.924, 17.628], [12.991, 9.851, 10.331], [13.707, 11.407, 9.646], [13.974, 11.600, 8.318], [14.366, 12.907, 7.916], [14.596, 13.917, 8.810], [14.259, 13.704, 10.147], [14.343, 14.746, 11.132], [14.120, 14.485, 12.416], [13.671, 13.186, 12.898], [13.628, 12.108, 11.984], [13.890, 12.419, 10.633], [13.810, 10.751, 7.662], [14.489, 13.048, 6.845], [14.940, 14.936, 8.511], [14.765, 15.677, 10.855], [14.326, 15.258, 13.188], [13.371, 13.099, 13.929], [11.976, 7.073, 10.996], [12.466, 6.944, 12.368], [12.925, 8.259, 12.962], [11.625, 10.613, 13.336], [9.666, 11.152, 13.488], [9.278, 11.575, 11.626], [7.983, 11.334, 11.185], [7.697, 11.472, 9.841], [8.728, 11.763, 8.936], [10.002, 12.044, 9.364], [10.283, 12.031, 10.770], [8.961, 9.546, 14.360], [7.671, 9.454, 14.879], [7.272, 8.327, 15.641], [8.114, 7.236, 15.733], [9.375, 7.311, 15.170], [9.812, 8.434, 14.524], [9.888, 12.797, 14.603], [9.710, 12.724, 16.005], [9.884, 13.893, 16.713], [10.283, 15.070, 16.057], [10.659, 15.047, 14.716], [10.358, 13.941, 13.950], [7.095, 10.987, 11.757], [6.697, 11.396, 9.494], [8.501, 11.630, 7.866], [10.846, 12.144, 8.652], [11.222, 12.321, 11.135], [6.998, 10.362, 14.822], [6.224, 8.284, 16.066], [7.792, 6.407, 16.403], [9.915, 6.412, 15.354], [10.816, 8.431, 14.098], [9.395, 11.898, 16.490], [9.613, 13.871, 17.794], [10.410, 15.960, 16.658], [11.026, 15.977, 14.248], [10.505, 13.910, 12.853]],
  "atomic_forces_ev_per_a": [[-0.7, 0.8, 1.0], [0.3, 0.5, 0.2], [-0.1, -3.4, 1.0], [0.2, 1.3, -0.7], [-1.2, 1.1, -0.4], [-0.3, -0.1, 0.2], [1.2, -1.3, 1.0], [-0.1, 0.8, -1.4], [-1.9, -1.9, 0.4], [0.1, 0.4, 0.7], [0.3, -0.8, -0.5], [0.5, 2.0, 0.0], [0.4, 0.2, -0.4], [0.2, -3.4, 0.0], [0.6, 0.1, 1.0], [0.3, 0.5, -0.1], [1.1, 0.0, 1.0], [1.1, 0.0, -0.5], [-0.7, 2.4, -0.9], [-0.2, -1.3, 0.6], [1.1, -0.2, 0.5], [-1.2, -1.2, 0.4], [0.6, 0.4, -1.0], [1.2, -0.6, 1.0], [-0.3, 1.1, 0.4], [0.8, 0.0, 0.3], [-2.0, 0.5, -0.7], [0.2, -0.8, -0.3], [1.4, -0.6, 0.6], [-1.5, 0.8, -0.4], [0.9, -0.4, 0.4], [-0.6, -0.4, -0.2], [-0.1, -0.3, 0.3], [1.4, 2.1, 0.0], [0.3, 0.0, 0.2], [-0.4, -0.2, -0.1], [-0.7, -1.2, 0.0], [-0.4, 0.6, 0.1], [-0.2, 1.0, -0.5], [-1.6, 0.6, -0.7], [-1.1, -0.4, -0.6], [0.0, 0.3, 0.4], [0.9, 1.0, -0.6], [-1.2, 0.6, -0.4], [0.0, 0.7, -0.3], [0.0, -0.1, 0.3], [-1.1, 0.1, -0.4], [-0.4, 0.0, -0.3], [0.8, -0.7, 0.0], [-0.1, 1.2, 0.7], [-0.6, -0.3, -0.4], [1.3, -0.6, -0.2], [-0.5, -1.7, 0.0], [0.8, 1.9, 0.2], [-0.7, 0.0, 0.9], [0.4, -0.7, -0.9], [-0.5, 0.6, -0.7], [0.2, 0.2, 2.0], [0.8, -1.1, -1.5], [-0.6, -0.7, 3.0], [0.5, 0.0, -2.1], [-0.2, 1.3, 1.9], [-0.2, -0.6, -1.4], [0.1, 0.4, -0.4], [0.2, 0.2, 0.2], [-0.4, -1.1, 0.1], [0.1, 0.9, -0.4], [-0.4, -0.5, -0.6], [0.1, -0.1, 0.2], [0.2, -0.5, 0.9], [-0.1, 1.1, -1.1], [0.2, -0.4, -0.2], [1.4, -0.4, -1.1], [0.6, 0.7, 0.6], [0.2, 0.0, 1.0], [-1.2, -0.4, -0.8], [1.2, 0.7, -0.1], [-0.7, -0.7, -0.8], [1.3, -0.1, 1.2], [-2.2, -0.7, -1.9], [0.0, -0.3, 0.0], [-0.7, 1.0, 0.8], [-1.5, 0.6, -0.7], [-0.9, 0.4, 1.2], [-0.7, -0.9, 0.7], [0.4, 0.5, -0.7], [-0.2, -1.5, -0.1], [1.0, 3.2, -2.7], [-0.5, 0.6, 0.8], [0.7, -0.7, 0.7], [-0.6, 1.4, 0.0], [0.1, -1.0, -0.2], [1.2, 0.3, 0.3], [-0.7, -0.4, -0.3], [0.2, 0.5, 0.5], [-0.7, 0.3, 0.4], [1.2, 0.2, 0.4], [0.7, -1.3, 0.0], [1.5, 0.2, -0.4], [0.5, 0.4, -0.9], [1.1, -0.2, -0.4], [-0.3, 0.1, 0.2], [-1.0, -2.8, 1.3], [0.4, 0.3, -0.9], [0.0, 0.2, -0.1], [-0.2, -0.6, 0.3], [-0.1, 0.2, 0.8]],
  "lowdin_charge": [1.294, -0.490, 0.886, -0.296, 0.790, -0.448, -0.267, -0.064, -0.034, -0.044, -0.072, -0.058, -0.334, -0.072, -0.044, -0.052, -0.063, -0.099, -0.232, -0.103, -0.061, -0.057, -0.036, -0.064, -0.275, -0.059, -0.050, -0.055, -0.046, -0.042, 0.074, 0.088, 0.108, 0.082, 0.124, 0.119, 0.098, 0.116, 0.125, 0.142, 0.131, 0.109, 0.077, 0.137, 0.126, 0.110, 0.097, 0.090, 0.120, 0.107, 0.132, 0.093, 1.077, -0.591, -0.088, -0.051, -0.014, -0.146, -0.020, -0.064, -0.088, -0.277, -0.254, 0.121, 0.122, 0.146, 0.114, 0.127, 0.069, -0.526, 0.879, -0.569, -0.210, 1.031, -0.293, -0.104, -0.065, -0.073, -0.063, -0.116, -0.284, -0.102, -0.071, -0.080, -0.089, -0.126, -0.262, -0.094, -0.084, -0.077, -0.086, -0.119, 0.123, 0.103, 0.121, 0.109, 0.044, 0.124, 0.133, 0.129, 0.102, 0.031, 0.065, 0.127, 0.108, 0.120, 0.105]
}

3.
{
  "formula": "C5H9NO",
  "method": "ωB97M-V/def2-TZVPD",
  "charge": 0,
  "smiles": "C=C(CO)CC#N.[H][H]",
  "homo_ha": -0.3564,
  "e_lumo_ev": 0.60,
  "de_lowest_kcal_mol": 85.46,
  "orbital_gap_ev": 10.3,
  "elements": ["C", "C", "C", "C", "O", "C", "N", "H", "H", "H", "H", "H", "H", "H", "H", "H"],
  "positions_angstrom": [[-1.084, -0.189, 0.750], [-0.029, 0.212, -0.251], [-0.344, 0.478, -1.511], [1.352, 0.296, 0.322], [1.821, -1.041, 0.343], [-1.257, 1.219, 1.150], [-1.334, 2.349, 1.381], [-0.777, -2.036, -0.702], [-0.741, -0.832, 1.575], [-2.027, -0.577, 0.346], [-1.359, 0.330, -1.879], [-0.495, -1.664, -1.280], [0.389, 0.867, -2.202], [1.960, 0.952, -0.312], [1.344, 0.724, 1.339], [2.582, -1.089, 0.931]],
  "atomic_forces_ev_per_a": [[-0.2, 1.0, 0.2], [0.4, -0.3, -0.8], [0.1, 0.4, 0.2], [-0.1, 0.4, -0.2], [0.3, -0.2, 0.2], [-1.1, 0.7, 1.4], [0.0, -0.8, -0.1], [-0.1, -0.7, -0.3], [0.0, 0.3, -0.4], [0.4, 0.1, -0.1], [0.2, 0.1, 0.1], [-0.2, -0.8, 0.1], [0.1, 0.0, 0.0], [0.1, -0.2, 0.0], [-0.1, -0.1, -0.3], [0.0, -0.1, 0.0]],
  "lowdin_charge": [-0.143, -0.433, 0.029, -0.224, -0.054, -0.251, 0.160, 0.079, 0.134, 0.117, 0.086, 0.073, 0.079, 0.125, 0.130, 0.091]
}

4.
{
  "formula": "C22H30O2SiW",
  "method": "ωB97M-V/def2-TZVPD",
  "charge": 2,
  "homo_ha": [-0.5275, -0.5275],
  "spin_multiplicity": 3,
  "e_lumo_ev": [-7.53, -9.04],
  "de_lowest_kcal_mol": 41.81,
  "orbital_gap_ev": [6.8, 5.3],
  "elements": ["C", "C", "C", "H", "C", "C", "H", "H", "H", "H", "W", "C", "H", "H", "H", "Si", "C", "C", "H", "C", "H", "C", "H", "C", "H", "C", "H", "C", "C", "H", "C", "H", "C", "H", "C", "H", "C", "H", "H", "H", "C", "O", "C", "C", "O", "C", "H", "H", "H", "H", "H", "H", "H", "H", "H", "H"],
  "positions_angstrom": [[2.149, 0.545, 0.962], [3.552, 0.692, 0.670], [3.883, 2.081, 0.821], [4.259, -0.113, 0.510], [2.688, 2.786, 1.177], [1.617, 1.838, 1.261], [0.605, 2.014, 1.604], [1.604, -0.384, 1.066], [4.882, 2.496, 0.770], [2.623, 3.826, 1.458], [2.388, 1.801, -0.822], [-1.023, -0.093, -3.421], [-1.406, 0.938, -3.518], [-1.791, -0.751, -3.846], [-0.085, -0.249, -3.958], [-1.091, -0.642, -1.424], [-1.006, -2.445, -0.947], [-0.040, -2.918, -0.044], [0.736, -2.248, 0.324], [-0.097, -4.228, 0.442], [0.681, -4.591, 1.111], [-1.168, -5.059, 0.101], [-1.241, -6.066, 0.515], [-2.165, -4.578, -0.758], [-3.023, -5.207, -0.998], [-2.080, -3.286, -1.289], [-2.869, -2.904, -1.936], [0.728, 0.118, -1.684], [1.907, -0.630, -1.648], [1.940, -1.614, -1.173], [3.126, -0.130, -2.180], [4.069, -0.624, -1.936], [3.091, 0.854, -3.200], [3.973, 1.060, -3.818], [1.924, 1.610, -3.309], [1.847, 2.418, -4.037], [0.854, 1.408, -2.387], [-0.021, 2.054, -2.488], [1.653, 3.376, -1.056], [-1.528, -0.200, -0.103], [-1.756, 3.376, 2.120], [-1.853, 1.964, 1.949], [-3.144, 1.458, 2.261], [-3.183, -0.045, 1.981], [-1.913, -0.681, 1.952], [-1.248, -0.754, 3.207], [-0.755, 3.661, 1.777], [-1.873, 3.659, 3.182], [-2.515, 3.918, 1.529], [-3.375, 1.624, 3.327], [-3.908, 1.949, 1.635], [-3.824, -0.519, 2.746], [-3.609, -0.204, 0.979], [-0.451, -1.494, 3.067], [-0.806, 0.219, 3.468], [-1.933, -1.082, 4.008]],
  "atomic_forces_ev_per_a": [[0.6, 0.2, 1.4], [0.1, 0.4, 1.6], [0.1, -0.3, 0.9], [-0.1, 0.2, -0.2], [0.2, -0.3, 0.6], [0.5, -0.3, 0.9], [-0.1, 0.1, -0.3], [0.0, 0.2, -0.3], [-0.1, 0.0, -0.2], [0.0, 0.0, -0.3], [-1.0, -1.2, -3.9], [-3.0, -1.0, 1.1], [0.3, -0.5, -0.1], [0.2, 0.2, -0.4], [-0.1, -0.2, 0.5], [2.4, 0.0, -1.4], [0.0, -0.3, -0.4], [-0.3, -0.4, -0.1], [0.0, -0.2, 0.0], [-0.1, 0.2, 0.0], [-0.2, 0.1, -0.1], [-0.1, 0.4, -0.3], [0.1, 0.3, -0.2], [0.1, 0.1, 0.1], [0.3, 0.2, 0.0], [0.4, -0.1, 0.2], [0.1, -0.3, 0.0], [0.2, 1.3, -0.1], [0.8, 0.2, 0.3], [-0.1, 0.4, 0.1], [0.1, -0.2, -0.5], [-0.3, 0.0, -0.3], [0.4, 0.5, 0.7], [-0.4, 0.0, 0.3], [-0.2, 0.7, 0.5], [0.1, -0.1, 0.2], [-0.9, -0.9, -0.7], [0.4, -0.2, 0.2], [0.5, -0.4, 0.4], [-0.7, 1.3, -0.3], [-0.3, -0.1, 0.2], [0.0, 0.4, -0.3], [0.2, 0.1, 0.4], [0.0, -0.3, -0.2], [-0.2, 0.1, 0.2], [0.0, 0.0, -0.2], [-0.2, 0.1, 0.1], [0.1, -0.1, -0.3], [0.3, -0.2, 0.1], [0.1, 0.3, -0.3], [0.1, 0.0, 0.3], [0.1, 0.0, -0.4], [0.1, -0.2, 0.4], [-0.2, 0.1, 0.2], [-0.2, -0.2, 0.1], [0.3, 0.1, -0.2]],
  "mulliken_spin": [0.019, -0.043, 0.086, 0.005, -0.027, 0.017, 0.019, 0.016, 0.015, 0.010, 1.816, -0.001, 0.001, 0.001, -0.001, -0.001, 0.000, 0.000, -0.001, 0.000, 0.000, 0.000, 0.000, 0.000, 0.000, 0.000, 0.000, 0.015, -0.056, 0.004, 0.032, 0.000, 0.082, 0.019, 0.011, 0.011, 0.017, -0.014, -0.051, 0.001, -0.001, 0.002, 0.000, 0.000, 0.000, 0.000, 0.000, 0.000, 0.000, 0.000, 0.000, 0.000, 0.000, 0.000, 0.000, 0.000]
}